A structure of composition C4H8O3, computed with ωB97M-V/def2-TZVPD.

Last column: natural (NBO) charge in e.
CARTESIAN COORDINATES (ANGSTROEM)
1 H -1.41 -1.97 -0.71  0.24
2 C -1.77 0.24 -0.79  -0.07
3 O -0.53 0.96 -0.78  -0.68
4 C 0.19 -0.58 -0.31  0.74
5 H 1.47 0.13 1.99  0.15
6 C -1.25 -1.05 -0.13  -0.53
7 C 1.51 0.74 1.07  -0.32
8 O 1.08 -1.10 -0.90  -0.55
9 H -2.60 0.72 -0.28  0.19
10 H -1.60 -1.22 0.89  0.24
11 H 2.53 -0.29 -0.21  0.48
12 H 1.61 1.79 1.40  0.20
13 O 2.67 0.50 0.34  -0.72
14 H 0.14 1.02 0.26  0.42
15 H -2.03 0.09 -1.84  0.19

LUMO (alpha / beta), eV: 0.4 / 0.4
Molecular weight, g mol⁻¹: 104.105
Electronic energy, Ha: -382.7528
2S+1: 1
HOMO level (alpha / beta), eV: -8.4 / -8.4
Relative energy (zero: lowest compared OMol25 entry of this formula, charge and spin), kcal per mole: 133.04

A structure of composition C26H25AsF5IrN2O2S, computed with ωB97M-V/def2-TZVPD.

Last column: natural (NBO) charge in e.
CARTESIAN COORDINATES (ANGSTROEM)
1 C 5.96 0.76 1.53  0.32
2 H -0.68 -1.84 -5.44  0.24
3 C -0.69 -0.50 4.38  -0.16
4 C -0.85 -1.16 5.58  -0.21
5 F 7.64 0.20 -0.03  -0.27
6 N -0.44 1.41 0.84  -0.27
7 C -0.41 3.16 -1.59  0.41
8 H -3.02 0.09 -0.73  0.24
9 H -0.48 6.25 -3.05  0.23
10 C -0.74 2.68 0.85  0.14
11 F 2.40 1.19 1.00  -0.31
12 C -0.33 4.19 -2.59  -0.24
13 F 4.21 1.38 2.99  -0.27
14 C -1.02 -2.29 -3.36  -0.70
15 C 3.69 0.91 0.75  0.35
16 C -2.32 -4.04 -0.95  -0.62
17 As -1.16 -1.38 -1.61  1.21
18 H 0.15 -4.26 4.65  0.22
19 H 0.47 -3.07 2.50  0.22
20 C -4.06 -1.12 -2.19  -0.62
21 C -0.20 -1.19 3.27  -0.10
22 N -0.49 0.74 1.95  -0.38
23 C 5.41 0.31 -0.78  0.35
24 H 0.09 -0.70 -4.32  0.22
25 C -2.84 -0.34 -1.73  -0.70
26 H -0.59 -3.21 0.03  0.25
27 H -2.50 -4.78 -0.17  0.24
28 H -4.90 -0.44 -2.35  0.24
29 H -1.75 -4.52 -1.74  0.21
30 H -3.87 -1.62 -3.14  0.21
31 C -0.90 5.88 -0.97  -0.23
32 C -0.71 3.58 -0.24  -0.20
33 C -0.80 -1.30 -4.50  -0.62
34 C -0.96 4.94 0.02  -0.14
35 H -3.28 -3.73 -1.35  0.21
36 H -1.04 3.10 1.81  0.21
37 O 0.63 -1.04 1.05  -0.66
38 H -2.63 0.50 -2.40  0.25
39 C 0.01 -0.50 2.01  0.57
40 H -0.66 -3.02 6.62  0.22
41 C -1.55 -2.86 -0.36  -0.69
42 C -0.07 -3.21 4.57  -0.22
43 C 4.62 1.02 1.78  0.28
44 S 2.89 0.29 -1.82  0.14
45 H -1.66 -0.63 -4.60  0.21
46 C 6.36 0.42 0.23  0.31
47 H -2.10 -2.43 0.48  0.24
48 C -0.53 -2.51 5.68  -0.17
49 F 5.81 -0.01 -2.01  -0.27
50 C 4.05 0.53 -0.54  -0.34
51 H -0.92 0.55 4.28  0.24
52 H -1.93 -2.87 -3.51  0.24
53 H -1.19 5.22 1.04  0.22
54 H -1.23 -0.63 6.44  0.23
55 O -0.23 1.95 -1.93  -0.67
56 C 0.11 -2.55 3.37  -0.18
57 H -0.08 3.88 -3.59  0.22
58 H -4.36 -1.85 -1.45  0.21
59 H -1.10 6.92 -0.75  0.23
60 Ir 0.66 0.22 -0.88  0.89
61 F 6.85 0.84 2.51  -0.26
62 H -0.18 -2.99 -3.30  0.24
63 C -0.56 5.49 -2.28  -0.16

LUMO (alpha / beta), eV: -5.6 / -6.1
Molecular weight, g mol⁻¹: 791.694
Total charge: +1
Electronic energy, Ha: -4502.9917
2S+1: 2
HOMO level (alpha / beta), eV: -10.5 / -10.4
Relative energy (zero: lowest compared OMol25 entry of this formula, charge and spin), kcal per mole: 7.78

- Which value of relative energy (zero: lowest compared OMol25 entry of this formula, charge and spin) does entry 1 give?
  133.04 kcal per mole

- Look up the 2S+1 of the first one.
  1

- What is the formula in the first record?
  C4H8O3

- Which of these has the highest electronic energy?
  C4H8O3